Here is C42H40N4O3PTeW as an isolated structure from the Open Molecules 2025 dataset. Energies are from ωB97M-V/def2-TZVPD.

```
92
Properties=species:S:1:pos:R:3:forces:R:3:mulliken_charge:R:1
C 4.080 0.461 6.201 -0.018 -0.011 0.002 -0.42
H -2.592 2.714 1.529 0.015 -0.014 0.021 0.28
C 5.263 3.804 -4.263 -0.016 -0.015 0.008 0.46
H -2.110 -4.197 2.611 -0.001 -0.004 0.001 0.62
P -1.349 3.101 -0.460 -0.039 0.009 0.048 0.93
C 5.680 2.533 -3.874 -0.010 -0.002 0.005 -0.88
C 3.229 0.883 -0.580 -0.003 -0.085 -0.002 -0.95
C -4.642 0.181 1.040 0.008 0.013 -0.010 -0.86
C 0.648 0.321 3.710 -0.036 0.030 -0.027 0.10
C -0.027 -0.992 3.408 0.039 -0.072 0.018 0.47
C 3.775 -0.719 5.536 -0.014 0.007 0.033 -0.95
C -2.676 3.402 0.686 0.022 -0.018 -0.007 -1.06
C 2.137 0.237 -0.097 -0.004 0.064 0.048 -0.70
H 0.805 -3.095 0.117 -0.019 0.014 -0.014 0.19
C -4.095 -3.899 -4.678 -0.028 -0.014 -0.016 -0.51
C 2.642 -0.790 4.743 0.023 -0.050 -0.022 -0.25
H -3.280 -5.569 -3.607 0.001 0.000 0.003 0.45
H -3.318 -0.899 2.330 -0.001 0.006 0.001 0.55
O 0.179 1.330 3.211 -0.008 0.024 -0.037 -0.67
C -1.792 -2.233 0.477 0.013 0.026 -0.016 -0.08
H 3.744 5.312 -4.116 0.001 0.004 -0.002 0.48
H -0.667 4.047 -2.545 0.006 -0.005 -0.009 0.30
H -4.641 -2.094 -5.703 -0.006 0.001 -0.007 0.45
H 4.231 0.974 -0.198 0.008 -0.011 0.000 0.61
H -1.286 -4.355 -2.851 0.026 -0.013 0.036 0.35
H 2.320 3.965 -2.598 -0.021 0.012 0.006 0.39
H -4.720 -0.010 -2.354 0.004 0.001 0.002 0.57
C -1.518 -3.317 2.832 0.029 0.019 0.022 -1.05
H -1.088 -5.159 4.819 -0.004 -0.002 0.005 0.41
H -3.636 3.270 0.188 -0.009 -0.001 -0.007 0.33
H 4.952 0.508 6.840 0.013 0.004 -0.006 0.43
H 0.990 1.586 -2.792 0.000 -0.018 -0.011 0.63
H 6.626 2.147 -4.227 0.005 -0.002 -0.003 0.48
N -1.066 -2.410 -0.595 -0.050 -0.080 -0.015 0.12
C 0.201 3.302 0.389 0.063 0.050 0.026 -0.47
H 0.230 4.303 0.825 0.007 0.004 0.017 0.58
C -3.613 -0.693 1.310 -0.025 0.005 0.028 -0.99
C 1.826 0.333 4.590 0.036 0.056 0.041 0.56
H -3.020 -1.742 -1.892 -0.020 0.022 0.027 0.79
C -3.917 -2.576 -5.060 0.027 0.029 -0.019 -0.74
C -2.954 -1.343 0.244 0.014 -0.014 -0.012 0.66
H -0.171 -4.264 -0.766 0.015 -0.027 0.008 0.64
C -1.237 -4.146 5.191 -0.009 -0.019 0.015 -1.66
C -0.990 -3.132 4.113 0.012 0.066 -0.053 0.36
H 5.188 0.773 -2.751 -0.002 -0.010 0.001 0.52
C -2.795 -1.875 -4.643 -0.002 -0.043 0.059 -0.38
H -2.434 4.081 -2.342 0.000 -0.005 0.004 0.38
W -0.963 -0.246 -0.677 -0.004 -0.021 -0.003 0.57
H 0.127 -1.810 5.371 -0.009 0.007 0.010 0.62
O -1.471 1.637 -1.014 0.012 -0.019 -0.068 -0.74
H 2.405 -1.717 4.233 0.019 0.043 0.008 0.48
H -4.962 -4.446 -5.021 -0.011 0.001 0.008 0.45
N 2.838 1.500 -1.745 -0.090 0.020 0.019 0.33
C -3.151 -4.531 -3.881 0.045 -0.009 0.011 -0.77
H 0.291 2.568 1.196 -0.049 0.012 0.015 0.05
C -4.384 -0.171 -1.337 -0.007 -0.011 -0.006 -0.65
C 6.092 4.596 -5.128 0.015 0.004 0.009 -0.14
N 1.072 0.462 -0.953 0.036 -0.016 -0.062 0.86
C -0.540 -1.218 2.142 -0.036 -0.010 0.009 0.84
H 1.050 -3.681 -2.686 -0.016 0.026 -0.009 0.59
H 3.505 2.493 6.590 -0.001 0.004 0.009 0.44
C -1.478 4.220 -1.837 0.010 0.002 0.020 -1.28
H -0.573 -3.991 6.039 -0.002 -0.002 0.002 0.40
C 4.047 4.319 -3.817 -0.011 -0.010 0.008 -0.95
O -0.334 -0.333 1.110 0.032 0.082 -0.057 0.10
C 3.248 3.560 -2.980 0.035 -0.021 -0.014 0.06
C 3.265 1.580 6.062 0.004 -0.011 -0.001 -0.73
C -0.261 -1.970 4.372 -0.045 -0.052 -0.009 -0.25
H 1.037 3.199 -0.305 -0.040 0.037 0.048 0.01
C 1.544 1.230 -1.939 0.005 -0.070 -0.031 -0.77
C -5.021 0.451 -0.282 0.012 0.000 0.009 -0.82
H 1.505 2.383 5.129 -0.005 0.000 0.001 0.49
H -2.651 -0.851 -4.970 0.010 0.020 -0.007 0.41
C 0.132 -3.217 -0.739 0.036 0.017 0.015 -0.42
C 4.878 1.768 -3.045 -0.008 0.023 0.006 -0.58
Te -0.203 -1.378 -3.235 -0.009 0.018 0.074 0.35
H 2.033 -0.331 0.810 0.005 0.004 -0.002 0.70
C 2.147 1.522 5.250 0.027 0.007 -0.019 -0.41
C -3.356 -1.090 -1.092 -0.001 -0.013 -0.057 -0.05
C -2.026 -3.840 -3.448 -0.043 0.076 -0.046 0.19
C -1.283 -2.365 1.856 -0.031 -0.049 -0.006 -0.18
H -2.264 -4.076 5.554 0.001 -0.004 0.004 0.34
N 6.753 5.232 -5.818 0.012 0.018 -0.029 -0.39
H 4.412 -1.585 5.648 0.011 -0.006 0.000 0.43
C 3.672 2.293 -2.611 0.024 0.026 -0.017 0.46
H -2.606 4.425 1.060 0.002 0.005 0.002 0.49
H -5.849 1.122 -0.473 -0.004 0.005 -0.003 0.53
C -1.863 -2.512 -3.827 -0.008 -0.051 -0.015 0.24
H 1.806 -2.336 -1.847 0.014 -0.028 0.003 0.50
H -1.416 5.247 -1.473 -0.003 0.011 -0.002 0.44
H -5.171 0.652 1.857 -0.001 0.004 0.005 0.50
C 0.853 -2.824 -2.043 0.021 -0.003 -0.025 -1.26
```
Positions in Å, forces in eV/Å.

Highest occupied orbital energy (spin up / spin down) ... -15.6 / -15.6 eV
Multiplicity ... 3
Charge ... +3
Max |F| ... 0.0020 Eh/bohr
Gap between HOMO and LUMO (spin up / spin down) ... 6.356 / 5.582 eV
Energy relative to the best compared isomer or geometry (same formula, charge and spin) ... 0.0 kcal per mole